Entry 1:
This record from OMol25 describes C32H58Cl14IN5OP as an isolated structure in a non-equilibrium geometry. The level of theory is wB97M-V/def2-TZVPD.

## Properties
- Total charge: +1
- Multiplicity: 1
- HOMO-LUMO gap: 7.297 eV
- HOMO level: -10.18 eV

Geometry (Å):
1 H -1.172 -0.070 -3.766
2 C 1.890 -5.614 -1.349
3 H -0.417 1.242 5.714
4 C 0.726 -4.600 -1.101
5 H 0.049 1.959 -4.378
6 N 0.804 -3.171 -1.478
7 C -0.591 -5.174 -0.457
8 H 2.843 -5.237 -1.841
9 H -0.088 6.447 -4.369
10 H -1.555 0.458 -2.063
11 C 0.736 -2.133 0.764
12 C -5.551 -2.144 7.572
13 C 0.199 7.479 -4.579
14 H -0.013 -1.333 1.122
15 Cl -9.532 -6.363 1.615
16 Cl -2.662 -0.985 0.214
17 H -0.051 -1.274 5.619
18 C -0.564 -6.676 -0.095
19 Cl -3.185 -4.339 0.322
20 H 6.313 -2.239 0.711
21 C -1.433 10.738 -2.027
22 C -7.674 -4.681 2.722
23 H 2.413 3.158 -0.366
24 H 0.845 -3.774 -3.729
25 C 6.682 -4.276 -0.532
26 C -7.888 -6.105 2.251
27 H -2.375 1.296 -3.572
28 N 0.483 -7.614 -0.305
29 Cl -6.733 -0.814 7.483
30 H 6.393 -1.245 -0.877
31 H -7.177 -6.381 1.471
32 H 4.252 2.580 -3.420
33 H 1.915 0.757 -3.420
34 H -4.299 -2.808 1.734
35 C 5.159 2.901 -2.905
36 H 2.490 -7.812 -1.145
37 H 1.814 2.155 -2.253
38 H -6.094 -3.086 7.475
39 C -0.099 -0.658 4.718
40 C 2.182 -1.895 1.476
41 O 5.835 -3.248 -1.119
42 C -0.651 1.945 0.584
43 C 3.397 -2.533 0.633
44 H -1.505 1.471 -0.027
45 H 0.561 -1.100 3.969
46 C 0.877 -2.993 -2.910
47 Cl -5.091 -2.282 4.874
48 H 2.335 -0.800 1.763
49 H 4.072 -3.063 1.406
50 H -5.362 -3.478 0.488
51 H 1.277 0.770 5.539
52 H 5.302 4.874 -3.739
53 C 5.211 4.409 -2.756
54 H -7.761 -6.794 3.088
55 Cl -1.770 -0.760 4.111
56 C -4.165 -1.839 -0.196
57 H 4.427 -0.556 0.577
58 H -0.880 1.642 1.687
59 H 6.072 -4.758 0.325
60 H -1.729 9.975 -0.018
61 H -6.709 -4.598 3.223
62 Cl -7.654 -3.521 1.368
63 Cl 0.173 11.418 -1.666
64 H -5.108 -2.107 8.568
65 N 1.045 0.349 -1.412
66 N 1.005 -1.569 -3.010
67 Cl 5.227 2.065 -1.331
68 N 0.827 -2.031 -0.709
69 Cl -0.828 8.180 -1.257
70 H 6.904 -5.126 -1.267
71 H -1.526 -7.091 0.382
72 H 0.350 -3.121 1.173
73 C 0.974 -0.967 -1.675
74 Cl 3.729 5.061 -2.012
75 H -1.539 -4.531 -0.241
76 H 6.061 4.723 -2.149
77 C 1.222 1.240 -2.639
78 C 1.637 -7.073 -0.926
79 C -1.414 0.867 -3.130
80 H -0.682 3.090 0.547
81 I -0.541 3.882 -2.539
82 H 3.032 -3.364 -0.069
83 H -3.995 -1.031 6.549
84 Cl 1.890 6.482 -6.491
85 C -4.371 -3.055 0.673
86 C 2.477 2.316 0.427
87 Cl 0.454 1.772 3.586
88 C -0.141 1.822 -3.247
89 H -8.450 -4.368 3.423
90 H -4.984 -1.134 -0.048
91 H -1.424 10.376 -3.056
92 H 6.019 2.556 -3.482
93 H 2.320 7.266 -4.324
94 H 1.869 8.583 -5.415
95 H 3.509 1.829 0.271
96 C 1.618 7.567 -5.104
97 H -2.860 9.348 -1.224
98 C -4.467 -2.015 6.522
99 H 2.133 -2.482 2.465
100 H 7.658 -3.873 -0.097
101 C 4.313 -1.462 -0.129
102 H 3.901 -1.124 -1.136
103 H 2.406 2.869 1.437
104 C 0.302 0.764 5.047
105 H 0.110 8.052 -3.655
106 H -2.147 11.562 -1.962
107 C -1.823 9.644 -1.053
108 Cl -0.986 8.160 -5.723
109 H -4.130 -2.102 -1.255
110 C 5.805 -2.057 -0.298
111 P 1.016 1.171 0.145
112 H -3.694 -2.767 6.693

---

Entry 2:
This record from OMol25 describes C27H20Cl3N2PPtS4Sb as an isolated structure in a non-equilibrium geometry. The level of theory is wB97M-V/def2-TZVPD.

## Properties
- Multiplicity: 6
- Relative energy (zero: lowest compared OMol25 entry of this formula, charge and spin): 793.1 kcal per mole
- HOMO-LUMO gap (spin up / spin down): 4.733 / 4.362 eV
- HOMO level (spin up / spin down): -5.83 / -6.79 eV

Geometry (Å):
1 H -3.401 -3.780 -1.534
2 C 3.597 -2.462 -3.209
3 C 2.679 2.558 1.750
4 H 0.110 -0.869 -1.247
5 H -1.770 -5.641 2.585
6 C 2.680 -1.969 -4.125
7 S 2.177 -1.289 1.730
8 H -0.662 -1.761 -2.347
9 C -2.261 -4.836 2.055
10 H 1.229 -0.377 -4.469
11 H -3.274 -3.159 -5.765
12 Pt 0.883 0.445 -0.244
13 H 4.256 3.465 0.494
14 H 2.776 -2.225 -5.174
15 C -3.086 -2.815 -4.757
16 H -4.173 -5.209 2.939
17 Cl -1.601 0.473 -3.083
18 C -3.436 -3.591 -3.672
19 C -2.125 -3.005 0.514
20 Sb -0.847 0.233 3.048
21 C -3.154 -3.156 -2.382
22 C 3.318 -0.733 -1.426
23 Cl 0.171 -1.923 -1.549
24 H 0.013 -5.398 -2.530
25 H -5.281 -3.336 1.756
26 H 1.843 -5.826 -0.748
27 C -2.569 -1.915 -2.141
28 H -3.945 -1.923 0.197
29 P -1.446 -1.768 -0.611
30 C -4.232 -3.543 1.589
31 C 0.392 -4.620 -1.893
32 Cl 5.064 -2.645 -0.887
33 N 1.370 2.288 1.668
34 C 1.631 -1.085 -3.751
35 C 1.992 -3.929 0.246
36 H -0.454 -4.239 1.080
37 H 4.242 -3.279 -3.508
38 H -0.134 2.850 0.313
39 C 1.002 -1.962 -0.447
40 H -2.224 -0.952 -5.405
41 H 3.216 2.308 2.654
42 H 2.683 -4.385 0.944
43 C -3.497 -2.757 0.726
44 S -1.917 -1.562 3.863
45 C -2.220 -1.148 -3.279
46 S 2.082 3.375 -0.570
47 C -2.495 -1.573 -4.563
48 C 0.892 2.509 0.425
49 C 0.978 -1.361 -2.604
50 N 2.885 0.289 -1.017
51 C 1.709 -2.484 0.553
52 C 3.236 3.148 0.639
53 C 3.859 -1.908 -1.908
54 C 0.167 -3.323 -1.875
55 H -3.911 -4.552 -3.816
56 C -3.607 -4.593 2.252
57 C 1.458 -4.815 -0.792
58 C -1.512 -4.042 1.197
59 S -1.581 0.042 0.381

---

Entry 3:
This record from OMol25 describes a 7-piece molecular cluster, C32H58ClN10O2 overall in a non-equilibrium geometry. The level of theory is wB97M-V/def2-TZVPD.

## Properties
- Total charge: +3
- Multiplicity: 1
- Relative energy (zero: lowest compared OMol25 entry of this formula, charge and spin): 132.7 kcal per mole
- HOMO-LUMO gap: 3.875 eV
- HOMO level: -9.34 eV

Geometry (Å):
1 H 22.760 -8.359 10.805
2 C 35.402 -16.618 19.133
3 H 22.959 -11.181 11.592
4 H 32.615 -10.441 14.059
5 C 36.842 -11.909 9.009
6 C 31.738 -8.648 13.231
7 C 33.197 -16.086 15.538
8 C 24.815 -13.162 5.001
9 N 25.143 -11.612 11.736
10 C 34.757 -16.250 15.530
11 C 39.078 -8.118 9.822
12 C 32.608 -8.768 6.301
13 H 36.093 -10.310 2.510
14 H 32.935 -9.262 7.215
15 N 23.156 -11.350 4.544
16 H 34.857 -9.954 1.158
17 H 24.860 -13.703 4.056
18 H 31.007 -10.241 14.562
19 C 23.242 -8.419 11.780
20 H 20.106 -8.647 4.715
21 C 35.209 -15.865 17.984
22 H 32.749 -17.042 15.809
23 H 39.793 -7.447 10.298
24 H 38.333 -8.207 10.611
25 C 35.733 -19.081 19.645
26 N 21.188 -10.465 4.350
27 H 33.072 -7.782 6.326
28 C 35.352 -17.991 17.394
29 H 38.668 -13.865 7.036
30 H 40.310 -9.509 8.610
31 H 35.153 -16.925 14.771
32 C 31.065 -8.575 6.138
33 C 31.651 -10.084 13.696
34 H 37.080 -14.195 7.717
35 H 39.727 -11.540 7.441
36 H 23.634 -7.441 12.058
37 C 25.306 -13.049 11.684
38 N 35.498 -17.952 18.760
39 C 25.613 -9.381 11.770
40 C 22.162 -10.734 5.290
41 N 34.269 -9.875 3.194
42 H 27.174 -10.983 11.748
43 C 37.655 -13.475 7.134
44 C 38.843 -11.488 8.059
45 O 32.856 -8.311 12.751
46 H 32.800 -15.682 14.607
47 H 19.230 -9.934 3.893
48 H 32.962 -15.496 16.424
49 H 38.630 -7.652 8.944
50 H 30.918 -8.126 5.156
51 C 19.954 -9.726 4.681
52 C 39.605 -9.555 9.440
53 H 35.090 -14.811 17.785
54 H 19.574 -10.130 5.619
55 H 20.899 -10.546 2.226
56 H 31.686 -11.049 4.965
57 H 36.577 -19.654 19.260
58 H 24.864 -13.534 13.743
59 H 24.180 -13.743 5.669
60 H 26.061 -14.687 12.962
61 H 37.145 -13.252 6.198
62 H 26.026 -8.383 11.740
63 N 33.085 -9.409 5.110
64 H 22.116 -10.569 6.356
65 C 24.478 -11.664 5.059
66 N 37.743 -12.308 7.988
67 H 37.021 -10.247 10.467
68 O 30.737 -7.881 13.349
69 H 23.483 -11.662 2.484
70 H 36.072 -18.768 20.632
71 H 22.402 -8.789 12.368
72 N 24.242 -9.460 11.846
73 H 35.864 -12.320 9.213
74 H 24.644 -11.405 6.105
75 N 35.238 -16.685 16.900
76 C 32.597 -10.626 4.568
77 H 30.585 -9.554 6.119
78 C 34.117 -9.031 4.279
79 C 35.252 -9.719 2.146
80 H 35.279 -18.935 16.873
81 H 34.842 -19.709 19.619
82 C 21.494 -10.803 3.090
83 H 35.203 -15.284 15.291
84 H 30.713 -7.952 6.960
85 C 37.414 -10.802 9.628
86 C 22.747 -11.356 3.213
87 H 33.195 -11.638 2.663
88 C 25.694 -13.664 13.048
89 H 35.399 -16.396 20.190
90 H 25.819 -13.365 5.375
91 C 26.154 -10.636 11.824
92 C 23.974 -10.833 11.721
93 C 33.311 -10.863 3.405
94 H 25.123 -10.955 4.539
95 Cl 30.523 -14.071 8.974
96 H 25.973 -13.286 10.856
97 H 26.637 -13.197 13.332
98 H 34.725 -8.139 4.312
99 H 40.059 -10.056 10.295
100 H 35.621 -8.693 2.149
101 N 38.635 -10.582 9.028
102 H 31.404 -10.748 12.868
103 H 24.349 -13.435 11.333

---

Entry 4:
This record from OMol25 describes a 11-piece molecular cluster, C54H53F7N2O2 overall in a non-equilibrium geometry. The level of theory is wB97M-V/def2-TZVPD.

## Properties
- Multiplicity: 1
- Relative energy (zero: lowest compared OMol25 entry of this formula, charge and spin): 0.0 kcal per mole
- HOMO-LUMO gap: 9.613 eV
- HOMO level: -9.16 eV

Geometry (Å):
1 C -5.789 -2.010 -0.402
2 C 5.532 0.003 0.720
3 H -1.668 -0.045 -2.032
4 C 3.783 -1.657 0.675
5 H 4.919 6.382 2.491
6 C -3.814 -2.232 3.294
7 C 1.527 -5.577 2.757
8 O 1.610 0.594 3.802
9 H 5.350 -1.642 3.685
10 C -3.590 3.187 1.484
11 C -4.069 -2.735 -1.877
12 H 0.121 1.669 4.853
13 C -0.630 -0.926 -0.326
14 H -2.882 3.696 2.123
15 F 6.783 0.300 2.700
16 C -4.971 -3.550 -2.544
17 C -0.141 -3.640 -2.762
18 C -4.466 -1.978 -0.778
19 C 1.053 -6.517 3.662
20 F 3.110 7.783 1.205
21 C -3.541 -1.080 2.585
22 C 3.694 4.994 -3.028
23 C -0.037 1.142 -1.332
24 H -3.027 -2.702 -2.175
25 H -1.248 -1.811 -0.228
26 H -0.068 5.372 -3.306
27 C -1.172 -6.199 2.817
28 C 1.345 -0.508 -6.410
29 C 4.106 -2.021 1.973
30 H -0.279 -0.850 3.388
31 N 0.939 1.357 -0.463
32 F -7.143 2.955 0.933
33 C -4.025 1.645 -0.321
34 C 1.218 0.406 0.430
35 C 0.713 1.682 3.929
36 H 2.482 0.920 -3.069
37 H 1.084 3.235 -3.793
38 C 2.183 0.489 -4.020
39 H 6.089 0.811 0.262
40 C 0.632 -4.948 1.915
41 H -7.028 -4.154 -2.681
42 H -0.681 -7.600 4.343
43 H 3.510 -2.770 2.481
44 C 5.823 -0.368 2.022
45 C -4.945 3.425 1.611
46 C -6.720 -2.773 -1.077
47 H -3.686 0.922 -1.051
48 H 2.916 -2.047 0.161
49 H -0.111 -3.677 -1.678
50 H 4.772 4.870 -3.027
51 H 1.510 6.218 -0.094
52 C -0.293 -6.830 3.689
53 C 1.350 -0.623 -4.026
54 F -5.049 -2.778 3.187
55 H -0.210 1.915 -2.077
56 H 4.957 3.940 2.591
57 H -4.626 -4.164 -3.365
58 C -1.600 -2.343 4.125
59 H -6.158 1.352 -0.763
60 F -6.205 -1.245 0.627
61 H 0.323 -2.025 -5.311
62 C 1.655 4.101 -3.469
63 H -0.833 -2.891 4.656
64 C 0.945 -1.140 -5.250
65 O -0.719 -4.859 -3.220
66 C 3.249 3.682 1.325
67 H -1.376 -4.728 1.241
68 H 2.490 1.027 -7.351
69 H 1.236 2.645 3.901
70 N 2.964 3.937 -3.383
71 H -2.074 2.191 0.327
72 H -3.759 -1.305 -0.312
73 H -2.233 -6.404 2.879
74 C -5.391 1.863 -0.194
75 H -4.365 -0.600 2.071
76 C -3.137 2.299 0.515
77 C 3.142 6.207 -2.674
78 H 2.323 0.750 4.427
79 H 0.723 -1.555 1.175
80 H 2.094 0.581 1.039
81 C 4.172 5.818 1.947
82 H -2.050 0.306 2.021
83 C 1.008 5.303 -3.215
84 C 3.173 6.432 1.230
85 H -3.157 -3.784 4.592
86 H 1.519 3.771 0.036
87 C 2.200 0.572 -6.414
88 C 2.236 5.706 0.520
89 H 1.776 -7.040 4.275
90 C -2.888 -2.870 4.081
91 H -0.833 -4.791 -4.172
92 C 0.455 -0.741 0.512
93 H 3.284 1.922 -5.144
94 H 1.014 -1.082 -3.107
95 H 3.786 7.022 -2.371
96 H -0.012 1.687 3.115
97 C 1.774 6.374 -2.786
98 H -0.719 -2.767 -3.088
99 H 2.565 -5.270 2.735
100 H 3.256 2.602 1.399
101 H -5.332 4.111 2.353
102 C 2.625 1.066 -5.195
103 H -7.769 -2.741 -0.811
104 F 0.911 -1.005 -7.591
105 C 2.268 4.325 0.587
106 C 4.195 4.434 1.999
107 F 1.114 -4.003 1.074
108 H 1.357 7.353 -2.583
109 C -6.303 -3.551 -2.150
110 H 4.293 -0.367 -0.977
111 C -5.823 2.750 0.770
112 C -0.852 0.017 -1.321
113 C 5.137 -1.388 2.655
114 C -0.712 -5.247 1.922
115 C -1.294 -1.232 3.361
116 H 0.872 -3.535 -3.166
117 C -2.264 -0.542 2.657
118 C 4.519 -0.656 0.041

---

Entry 5:
This record from OMol25 describes C6H12N2 as an isolated structure in a non-equilibrium geometry. The level of theory is wB97M-V/def2-TZVPD.

## Properties
- Multiplicity: 1
- Relative energy (zero: lowest compared OMol25 entry of this formula, charge and spin): 76.4 kcal per mole
- HOMO-LUMO gap: 8.225 eV
- HOMO level: -7.39 eV

Geometry (Å):
1 H 0.122 1.937 0.597
2 H 1.125 3.164 -1.373
3 H -1.168 -1.517 2.453
4 H -2.432 -0.326 -0.257
5 N -1.598 -0.840 -0.530
6 C -0.741 -1.001 0.426
7 N -0.354 0.514 -2.338
8 H 2.423 1.916 -1.494
9 H -1.875 0.027 1.943
10 C 0.422 1.136 -1.643
11 H 0.170 -2.922 0.462
12 H -0.138 -0.102 2.267
13 C -1.004 -0.620 1.850
14 C 0.427 -1.903 0.159
15 H 0.669 -1.919 -0.901
16 C 0.824 1.385 -0.015
17 H -1.079 -0.211 -1.627
18 H 1.517 0.756 0.527
19 C 1.389 2.120 -1.234
20 H 1.302 -1.591 0.728